[1]
The following is a DFT calculation (ωB97M-V/def2-TZVPD) of one molecule with the formula C5H8O in a non-equilibrium geometry.

Geometry (Å):
C: -1.811 -0.096 0.334
C: -0.326 0.066 0.125
C: 0.312 0.944 -0.863
C: 1.043 -0.377 -0.862
C: 1.634 -0.515 0.528
O: 0.481 -0.071 1.272
H: -2.064 -1.004 0.889
H: -2.151 0.770 0.926
H: -2.358 -0.084 -0.615
H: 0.830 1.801 -0.442
H: -0.239 1.159 -1.775
H: 0.199 -1.162 -0.967
H: 2.508 0.130 0.693
H: 1.881 -1.540 0.820

Values from the calculation:
SMILES: C[C@]12C[C@H]1CO2
Orbital gap in eV: 9.0
Energy in Eh: -270.411445
Strongest force on any atom in eV/A: 2.772
Energy above the lowest of the compared OMol25 structures with the same formula, charge and spin in kJ/mol: 384.5

=====

[2]
The following is a DFT calculation (ωB97M-V/def2-TZVPD) of a 2-piece molecular cluster, C2H10NO overall in a non-equilibrium geometry.

Geometry (Å):
N: -1.917 0.154 -1.668
H: -2.409 1.022 -1.853
H: -1.418 0.301 -0.719
H: -2.570 -0.611 -1.509
H: -1.329 -0.135 -2.446
C: 1.147 0.252 0.374
O: -0.261 0.454 0.327
C: 1.544 -0.892 1.300
H: 1.439 -0.067 -0.629
H: 1.674 1.191 0.518
H: -0.632 0.698 1.151
H: 2.616 -0.947 1.439
H: 1.065 -0.792 2.277
H: 1.134 -1.812 0.886

Values from the calculation:
Orbital gap in eV: 11.4
Energy in Eh: -211.937664
Charge: +1
Strongest force on any atom in eV/A: 1.680
Energy above the lowest of the compared OMol25 structures with the same formula, charge and spin in kJ/mol: 54.5

=====

[3]
The following is a DFT calculation (ωB97M-V/def2-TZVPD) of a 2-piece molecular cluster, C3H7NO3S overall in a non-equilibrium geometry.

Geometry (Å):
C: 0.079 0.899 -0.015
N: 0.073 -0.361 0.026
C: 1.404 -0.816 -0.266
C: 2.321 0.451 -0.277
O: 1.335 1.493 -0.139
H: -0.839 1.435 -0.095
H: 1.429 -1.206 -1.372
H: 1.720 -1.712 0.444
H: 2.918 0.432 0.697
H: 2.998 0.521 -1.241
O: -2.298 -1.353 0.317
S: -2.990 -0.117 -0.469
O: -3.249 1.065 0.709
H: -1.245 -1.193 0.330
H: -3.658 0.461 1.351

Values from the calculation:
SMILES: C1=NCCO1.OSO
Orbital gap in eV: 8.8
Energy in Eh: -797.091458
Strongest force on any atom in eV/A: 3.515
Energy above the lowest of the compared OMol25 structures with the same formula, charge and spin in kJ/mol: 194.0

=====

[4]
The following is a DFT calculation (ωB97M-V/def2-TZVPD) of one molecule with the formula C4H5NOS2.

Geometry (Å):
O: -0.465 -1.570 -1.624
C: -0.142 -0.990 -0.631
C: -0.152 -1.241 0.886
S: -1.715 -1.690 1.665
C: 0.411 0.196 1.035
N: 0.410 0.279 -0.431
C: 0.808 1.248 -1.294
S: 1.425 2.688 -0.845
H: 0.577 -2.040 1.144
H: -2.448 -0.749 1.094
H: -0.253 0.915 1.516
H: 1.401 0.316 1.476
H: 0.654 0.936 -2.327

Values from the calculation:
SMILES: O=C1[C@H](S)CN1C=S
Orbital gap in eV: 8.6
Energy in Eh: -1081.769768
Strongest force on any atom in eV/A: 0.739
Energy above the lowest of the compared OMol25 structures with the same formula, charge and spin in kJ/mol: 61.7

=====

[5]
The following is a DFT calculation (ωB97M-V/def2-TZVPD) of an isolated ion of composition C6H11NO and charge -1 in a non-equilibrium geometry.

Geometry (Å):
C: -0.238 1.569 0.944
N: -0.487 0.309 0.428
C: -1.438 -0.022 -0.585
C: -1.310 -1.491 -0.804
C: 0.094 -1.802 -0.522
C: 0.697 -0.436 0.149
C: 1.777 0.213 -0.790
O: 0.726 1.866 1.647
H: -1.087 2.241 1.061
H: -2.492 0.582 -0.570
H: -1.173 0.377 -1.632
H: -1.858 -2.125 -0.131
H: -1.522 -1.645 -1.868
H: 0.667 -2.166 -1.501
H: 0.201 -2.720 0.185
H: 1.188 -0.670 1.132
H: 2.417 0.857 -0.151
H: 2.427 -0.663 -1.330
H: 1.350 0.658 -1.721

Values from the calculation:
Spin multiplicity: 2
Orbital gap (spin up / spin down) in eV: 3.1 / 9.5
Energy in Eh: -365.111415
Charge: -1
Strongest force on any atom in eV/A: 4.711
Energy above the lowest of the compared OMol25 structures with the same formula, charge and spin in kJ/mol: 164.7

=====

[6]
The following is a DFT calculation (ωB97M-V/def2-TZVPD) of C2H2FO2Tl as an isolated structure in a non-equilibrium geometry.

Geometry (Å):
H: 0.730 1.021 0.866
O: -0.865 -0.593 1.161
C: 0.228 -0.142 0.747
C: 0.318 0.466 -0.655
O: -0.699 0.482 -1.380
F: 1.367 -1.066 0.786
H: 1.334 0.478 -1.107
Tl: -2.414 -0.645 -0.418

Values from the calculation:
Orbital gap in eV: 8.5
Energy in Eh: -500.161480
Strongest force on any atom in eV/A: 5.432
Energy above the lowest of the compared OMol25 structures with the same formula, charge and spin in kJ/mol: 122.1

=====

[7]
The following is a DFT calculation (ωB97M-V/def2-TZVPD) of a 2-piece molecular cluster, C4H7NO2 overall in a non-equilibrium geometry.

Geometry (Å):
C: 0.057 -1.700 -1.465
N: 0.282 -1.199 -0.152
C: 0.440 -1.572 0.984
O: 0.906 -1.901 2.000
H: 0.573 -1.047 -2.170
H: 0.445 -2.713 -1.588
H: -1.014 -1.696 -1.681
C: 0.232 1.923 0.200
C: -0.909 1.379 0.999
O: -1.700 2.058 1.588
H: 0.218 1.590 -0.835
H: 1.165 1.597 0.661
H: 0.198 3.008 0.122
H: -0.893 0.271 1.337

Values from the calculation:
SMILES: CN=C=O.CC=O
Orbital gap in eV: 10.1
Energy in Eh: -361.810864
Strongest force on any atom in eV/A: 2.937
Energy above the lowest of the compared OMol25 structures with the same formula, charge and spin in kJ/mol: 183.8

=====

[8]
The following is a DFT calculation (ωB97M-V/def2-TZVPD) of an isolated ion of composition C6H11N2S and charge +1 in a non-equilibrium geometry.

Geometry (Å):
C: 2.220 -1.372 -0.361
C: 0.774 0.517 -0.422
C: 2.078 -2.208 0.666
C: -1.645 -0.050 0.106
C: 0.681 1.998 -0.441
C: -2.291 1.139 0.667
N: 1.903 -0.063 -0.475
N: -0.366 -0.275 -0.268
S: -2.812 -1.199 -0.171
H: 2.757 -1.731 -1.251
H: 2.422 -3.177 0.694
H: 1.817 -1.867 1.760
H: 1.607 2.563 -0.441
H: 0.153 2.422 0.325
H: 0.235 2.481 -1.257
H: -1.624 1.460 1.497
H: -3.285 0.947 1.000
H: -2.184 1.985 -0.202
H: -0.176 -1.282 -0.635
H: -2.262 -2.288 -0.791

Values from the calculation:
Orbital gap in eV: 7.6
Energy in Eh: -742.579686
Charge: +1
Strongest force on any atom in eV/A: 4.325
Energy above the lowest of the compared OMol25 structures with the same formula, charge and spin in kJ/mol: 340.6

=====

[9]
The following is a DFT calculation (ωB97M-V/def2-TZVPD) of C13H18ClNO3PtS as an isolated structure in a non-equilibrium geometry.

Geometry (Å):
Pt: 0.841 1.105 0.346
N: 3.125 0.580 0.030
C: 3.703 0.054 1.278
C: 2.759 0.148 2.506
O: 3.276 0.058 3.607
O: 1.511 0.264 2.245
H: 3.266 -0.049 -0.747
H: 3.538 1.470 -0.209
H: 4.632 0.556 1.539
H: 3.914 -1.010 1.168
O: -1.189 -0.224 0.179
S: -0.632 -1.407 -0.567
C: -1.995 -2.645 -0.556
C: -1.419 -3.933 0.008
C: -0.534 -3.504 1.174
C: 0.354 -2.392 0.631
H: -2.408 -2.747 -1.558
H: -2.739 -2.196 0.105
H: -0.811 -4.432 -0.752
H: -2.208 -4.622 0.314
H: 0.061 -4.333 1.559
H: -1.151 -3.125 1.990
H: 1.208 -2.789 0.079
H: 0.701 -1.690 1.391
Cl: -4.612 1.800 -2.068
C: -2.993 2.201 -1.607
C: -2.720 2.544 -0.292
C: -1.427 2.854 0.074
C: -0.364 2.788 -0.861
C: 0.993 3.037 -0.435
C: -0.692 2.474 -2.202
C: -1.984 2.184 -2.568
H: -3.520 2.566 0.435
H: -1.207 3.138 1.096
H: 1.126 3.683 0.428
H: 1.730 3.196 -1.217
H: 0.095 2.449 -2.946
H: -2.225 1.946 -3.595

Values from the calculation:
Orbital gap (spin up / spin down) in eV: 6.7 / 6.6
Energy in Eh: -1764.255021
Strongest force on any atom in eV/A: 2.185
Energy above the lowest of the compared OMol25 structures with the same formula, charge and spin in kJ/mol: 196.0

=====

[10]
The following is a DFT calculation (ωB97M-V/def2-TZVPD) of C4H9N3O as an isolated structure in a non-equilibrium geometry.

Geometry (Å):
C: 1.869 -1.622 -0.294
N: 0.901 -0.557 -0.456
C: -1.542 -0.068 0.341
C: -0.901 1.033 0.169
N: -2.595 -0.692 0.841
N: -1.022 2.154 -0.558
C: 1.050 0.709 0.254
O: 1.669 1.697 -0.214
H: 0.570 -0.363 -1.400
H: -2.818 -1.622 0.513
H: -2.841 -0.540 1.813
H: -0.202 2.756 -0.572
H: -1.886 2.440 -0.991
H: 1.382 0.413 1.283
H: 2.263 -1.637 0.723
H: 2.705 -1.506 -0.992
H: 1.399 -2.594 -0.461

Values from the calculation:
Orbital gap in eV: 8.0
Energy in Eh: -397.162950
Strongest force on any atom in eV/A: 2.959
Energy above the lowest of the compared OMol25 structures with the same formula, charge and spin in kJ/mol: 492.8

=====

Number 2 is which compound? C2H10NO

=====

Which of these has the highest energy? C2H10NO